1.
Here is an isolated molecule of C10H15P in a non-equilibrium geometry from the Open Molecules 2025 dataset. Energies are from the ωB97M-V functional and the def2-TZVPD basis.

The geometry in XYZ format:
```
26
Properties=species:S:1:pos:R:3:forces:R:3
H 2.074201 1.364108 1.652355 0.1 -0.8 1.1
H 2.187490 -1.686552 0.427349 -0.5 -0.9 0.4
C 0.441118 -0.539858 0.274681 -0.4 0.3 1.4
C 1.352235 -1.440217 1.120882 3.6 5.2 -3.3
H -1.056683 -2.960641 -1.605430 0.3 0.7 -0.3
C -0.293281 3.182117 -0.322816 0.9 -3.8 -4.8
H 2.099321 2.492841 0.437250 -0.7 -0.2 -0.5
H -2.573618 -2.612121 -0.017822 0.9 1.2 0.7
C -0.274243 -2.555589 -0.937165 -2.9 -2.8 1.2
H -1.271173 3.546510 -0.413088 -1.1 1.1 -0.9
C 0.631452 0.787730 0.076679 0.2 -0.6 1.5
P -2.006334 -0.520196 -1.270625 -0.6 0.3 -0.3
H -2.368038 2.043680 -1.080428 0.8 -1.9 0.4
H 0.830892 -2.190832 1.490914 -1.9 -3.6 1.8
C -1.662756 1.175739 -0.776258 -1.7 1.7 -0.4
H 2.810820 0.932435 0.007679 -1.6 0.8 1.6
H 0.497966 3.382328 -1.181130 -2.0 0.1 1.5
C 1.910987 1.424790 0.606937 2.0 -0.4 -2.8
C -0.730337 -1.289893 -0.258699 0.3 -2.0 -1.0
H 0.617105 -2.596220 -1.394132 3.2 0.7 -2.1
C -2.107396 -1.628620 0.278027 -0.1 0.7 -1.0
H -0.208534 -3.472744 -0.308807 0.0 0.8 0.7
C -0.489995 1.623493 -0.327836 0.5 1.8 -0.3
H 0.068108 3.551541 0.515399 2.0 1.5 4.1
H 1.941906 -0.845569 1.834506 -0.8 -0.2 0.3
H -2.421217 -1.168261 1.171579 -0.5 0.4 0.9
```
Positions in Å, forces in eV/Å.

Its net charge is 0. As for the total energy: -19898.428 eV.


2.
Here is a structure of composition C3H4CrFO3 in a non-equilibrium geometry from the Open Molecules 2025 dataset. Energies are from the ωB97M-V functional and the def2-TZVPD basis.

The geometry in XYZ format:
```
12
Properties=species:S:1:pos:R:3:forces:R:3
H -3.663300 1.204265 1.954692 0.1 -0.1 -0.3
H 0.615779 1.588829 2.629456 0.3 -0.3 -0.1
O -2.929768 1.740403 1.632594 -0.7 0.7 1.0
F 0.946980 -0.193761 -0.138914 -0.5 0.6 0.2
H 1.355413 1.749559 0.223602 -1.2 0.0 -0.1
Cr 4.221830 0.651726 2.139916 -0.4 0.0 0.0
C 0.843597 0.893598 0.675579 2.3 -1.2 1.3
O -1.351521 1.670046 0.108359 -0.9 0.2 -0.2
O -2.907555 0.042264 0.173480 -0.6 -0.1 0.0
C 0.773768 0.697829 2.016796 -0.7 0.4 -1.0
C -2.399654 1.112603 0.531956 2.1 -0.6 -0.6
H 0.426129 -0.264243 2.400577 0.2 0.3 -0.1
```
Positions in Å, forces in eV/Å.

As for the spin multiplicity: 5. Its net charge is -1. As for the total energy: -40452.602 eV. As for the expectation value of S²: 6.013.


3.
Here is a structure of composition C30H44F5N9OPSe2Ti from the Open Molecules 2025 dataset. Energies are from the ωB97M-V functional and the def2-TZVPD basis.

The geometry in XYZ format:
```
93
Properties=species:S:1:pos:R:3:forces:R:3
H -2.767389 -3.877867 -2.390652 0.0 0.0 0.0
C 1.073491 -2.032459 -1.467551 0.0 0.0 -0.1
H -5.011412 1.345569 -0.679972 0.0 0.0 0.0
H 2.822222 -4.916658 -2.263481 0.0 0.0 0.0
H 3.555244 -1.299473 -3.707176 0.0 0.0 0.0
N -1.765902 5.542336 -1.480830 0.1 0.1 -0.1
H -2.250235 2.801809 -3.217242 0.0 0.0 0.0
O -0.036252 0.214124 -0.304274 0.4 -0.1 -0.1
C -4.416918 2.149347 -1.113420 0.0 0.0 -0.1
C -1.163681 2.046096 3.993104 0.0 0.0 0.0
H 4.157132 0.287425 1.934499 0.0 0.0 0.0
H 3.658125 -3.468593 -1.748275 0.0 0.0 0.0
H -1.160635 1.389532 -3.255114 0.0 0.0 0.0
H -1.856241 -1.126911 0.689876 0.0 0.0 0.0
C -1.356961 -4.546117 0.700353 0.0 0.0 0.0
C -4.612257 3.432028 -0.341263 0.0 -0.1 0.0
H 1.773930 0.701559 1.516501 0.0 0.0 0.0
H -3.309609 -4.747191 -0.164422 0.0 0.0 0.0
H -1.062320 -3.892337 -2.040532 0.0 0.0 0.0
H 1.564321 -3.540795 -3.964377 0.0 0.0 0.0
C -2.043379 -3.744714 -1.584666 0.0 0.0 0.0
C 2.085083 -0.241223 1.960514 -0.1 0.0 0.1
H 2.111301 5.644877 -1.637493 0.0 0.0 0.0
Ti -0.222180 2.075269 -0.213166 -0.5 -0.7 0.4
C 2.196749 -1.173409 -2.057561 0.0 0.0 0.0
C -0.323235 2.571828 1.776236 0.2 -0.1 -0.1
H -3.078278 5.214263 2.736121 0.0 0.0 0.0
C 0.207660 3.738766 2.301324 0.0 0.1 0.1
H 1.799566 -3.718166 -0.250049 -0.1 0.0 -0.2
H 5.029708 -2.057823 1.955946 0.0 0.0 0.0
F -1.829429 1.234354 4.805299 0.0 0.0 0.0
C -2.175457 -2.318103 -1.056014 0.0 0.0 0.0
F -0.774008 3.543264 5.753135 0.0 0.0 0.0
H -5.683339 3.635675 -0.304506 0.0 0.0 0.0
H 0.244365 -2.013354 -2.189066 0.0 0.0 0.0
N -0.556326 3.813021 -1.075071 -0.3 0.7 -0.3
H -3.228677 -2.126991 -0.829255 0.0 0.0 0.0
C 3.095235 -2.981688 1.701166 0.1 0.1 0.0
H 1.876567 -1.235354 -4.191658 0.0 0.0 0.0
N -1.837494 4.314792 -1.171089 0.0 0.0 0.0
H -2.111164 -5.792099 -0.902229 0.0 0.0 0.0
C 0.065821 4.085263 3.634086 0.0 0.0 0.0
H 3.066877 -1.211693 -1.399860 0.0 0.0 0.0
H -0.311208 -4.670574 0.402320 0.0 0.0 0.0
H 1.903471 -0.129493 -2.102929 0.0 0.1 0.0
H -2.628255 -3.086062 1.596969 0.0 0.0 0.0
C -0.625740 3.230862 4.480094 0.0 0.0 0.0
H 1.000806 -3.558299 1.718463 0.1 0.0 0.0
C 1.536460 -3.504876 -1.284233 0.0 -0.1 0.1
H -0.986423 -2.984191 2.163984 0.0 0.0 0.0
H 0.185953 -1.165287 2.226181 0.0 0.0 0.0
N -0.483918 5.949754 -1.632208 -0.1 0.0 0.0
C 2.527589 -3.207126 -3.565019 0.0 0.0 0.0
H 3.645484 -0.586017 0.514050 0.0 0.0 0.0
P 0.272644 -1.317062 -0.005806 -0.1 0.1 0.1
C -3.497984 5.118240 1.736749 0.1 0.0 0.1
H -4.103903 4.268053 -0.802721 0.0 0.0 0.0
C 0.224157 4.879949 -1.382482 0.2 -0.1 0.0
C 2.727090 -3.832762 -2.191489 0.0 0.0 0.0
H -4.713888 2.259628 -2.157077 0.0 0.0 0.0
C 1.632972 -2.741206 2.070939 0.0 0.0 0.0
N 1.587152 2.530057 -0.763027 0.4 0.0 0.0
C 3.532858 -0.542133 1.599624 0.0 0.0 0.0
C -2.181424 1.726713 -3.076231 0.0 0.0 0.0
H -2.857930 1.193058 -3.738110 0.0 0.0 0.0
C -0.996550 1.744987 2.658824 0.0 0.0 0.1
N 3.530476 3.476251 -1.183978 0.0 -0.1 0.0
C 1.086719 -1.365204 1.629351 0.0 0.0 0.0
H 0.716876 -4.175384 -1.533990 0.0 0.0 0.0
N 2.599126 1.611187 -0.561845 0.1 -0.1 0.1
F 0.879914 4.583657 1.511996 0.0 0.0 0.0
H -2.764934 5.421676 0.992956 0.0 0.0 0.0
H -1.915433 -1.603717 -1.838931 0.0 0.1 0.0
H 3.284613 -3.556791 -4.265931 0.0 0.0 0.0
C -2.267499 -4.791270 -0.498270 0.0 0.0 0.0
N 3.701513 2.182726 -0.809201 0.0 0.1 0.0
C 2.560606 -1.673828 -3.461205 0.0 0.0 0.0
H 3.401600 -3.949274 2.102103 0.0 0.0 0.0
Se -3.959893 3.249096 1.482259 0.1 0.0 0.0
H 1.555338 -2.757264 3.162797 0.0 0.0 0.0
F 0.577218 5.211336 4.108818 0.0 0.0 0.0
H 2.019123 -0.101381 3.045659 0.0 0.0 0.0
F -1.546653 0.598632 2.209256 0.0 0.0 0.0
C -1.401055 -2.018490 0.244421 0.0 0.0 0.0
H 3.933020 -1.806175 3.303879 0.0 0.0 0.0
H -1.545497 -5.285601 1.479848 0.0 0.0 0.0
C -1.585907 -3.151358 1.268355 0.0 0.0 0.1
N 1.582322 4.812184 -1.429328 0.0 0.0 0.0
H -4.392503 5.730275 1.664950 0.0 0.0 0.0
H 3.218130 -3.039228 0.614426 0.1 0.0 0.1
C 2.238560 3.658309 -1.141952 -0.1 0.1 0.0
C 3.988523 -1.858965 2.211510 0.0 0.0 0.0
Se -2.634310 1.304194 -1.232704 -0.1 -0.1 0.0
```
Positions in Å, forces in eV/Å.

Its net charge is +1. As for the total energy: -223961.550 eV.


4.
Here is a cluster of 2 separate species, C3H10NOS in total in a non-equilibrium geometry from the Open Molecules 2025 dataset. Energies are from the ωB97M-V functional and the def2-TZVPD basis.

The geometry in XYZ format:
```
16
Properties=species:S:1:pos:R:3:forces:R:3
C 0.137102 -0.643405 0.274226 0.9 0.5 0.3
O -0.285849 1.558966 2.583011 0.3 0.9 0.2
S 2.608304 -1.665546 0.031334 0.1 1.0 0.1
H -2.413264 0.172827 -1.779804 1.8 -0.9 0.1
H -0.593372 0.640886 2.496547 1.0 0.5 -0.4
H 0.634078 1.745901 2.267528 -1.4 -1.2 0.3
H -1.264944 -1.268647 -2.025711 -0.4 -0.2 1.5
C 1.511812 -0.111729 -0.172518 0.5 -3.1 -3.0
H -0.597389 0.240604 -2.238581 -0.9 0.0 0.7
H 1.601027 0.099953 -1.282656 -0.5 -0.1 1.1
H -0.006117 -1.723740 -0.020318 0.6 1.2 0.6
C -1.355799 -0.273356 -1.552945 -0.7 2.2 -1.6
H -1.101156 0.956877 -0.093718 0.4 4.3 0.7
H 1.934113 0.729794 0.305912 0.1 0.9 1.1
H 0.256396 -0.483550 1.337575 -0.3 -1.0 0.5
N -1.064941 0.024160 -0.129888 -1.4 -5.1 -2.2
```
Positions in Å, forces in eV/Å.

Its net charge is -1. As for the total energy: -17645.289 eV.